{
  "formula": "CH3O2",
  "method": "ωB97M-V/def2-TZVPD",
  "de_lowest_ev": 0.4510,
  "e_homo_ev": -2.07,
  "charge": -1,
  "lumo_energy_ev": 4.8,
  "homo_lumo_gap_ev": 6.88,
  "symbols": ["O", "C", "O", "H", "H", "H"],
  "xyz": [[1.2287, 0.5463, 0.6101], [0.0137, 0.3934, 0.1349], [-0.3836, -0.9495, -0.2756], [-0.7426, 0.6342, 0.9292], [-0.2998, 1.0160, -0.7514], [0.1837, -1.6404, -0.6472]],
  "mulliken_charge": [-0.83, -0.09, -0.47, 0.07, 0.10, 0.23]
}

***

{
  "formula": "C26H34BIrN6O4S",
  "method": "ωB97M-V/def2-TZVPD",
  "de_lowest_ev": 0.0000,
  "e_homo_ev": [-15.21, -15.21],
  "charge": 3,
  "spin_multiplicity": 6,
  "s_squared": 8.775,
  "lumo_energy_ev": [-7.0, -10.7],
  "homo_lumo_gap_ev": [8.17, 4.55],
  "symbols": ["Ir", "N", "C", "C", "C", "C", "N", "C", "N", "N", "C", "O", "O", "H", "H", "H", "H", "H", "H", "H", "H", "H", "H", "H", "H", "H", "H", "C", "C", "C", "C", "C", "C", "C", "C", "O", "B", "O", "C", "C", "H", "H", "H", "H", "H", "H", "H", "H", "H", "H", "H", "H", "S", "C", "C", "C", "N", "C", "C", "C", "C", "C", "N", "C", "C", "H", "H", "H", "H", "H", "H", "H", "H"],
  "xyz": [[-1.4584, -0.2669, -0.6776], [-0.7497, -0.0115, 1.4865], [0.7329, -0.1610, 1.4194], [1.4920, 0.2822, 2.6638], [1.4355, 1.7928, 2.9523], [2.7735, 2.3564, 3.4184], [3.7478, 2.2583, 2.3342], [5.0094, 2.6682, 2.4124], [5.4823, 3.1879, 3.5411], [5.8061, 2.5497, 1.3504], [1.2342, 0.5513, 0.1538], [2.3472, 1.0016, 0.0674], [0.3462, 0.6193, -0.8241], [-1.0049, 0.9112, 1.8355], [-1.1444, -0.6951, 2.1274], [0.9191, -1.2265, 1.2509], [2.5248, -0.0341, 2.5061], [1.1367, -0.2873, 3.5246], [0.7026, 2.0107, 3.7294], [1.1294, 2.3565, 2.0648], [3.1270, 1.7989, 4.2915], [2.6424, 3.4022, 3.7067], [3.4309, 1.8540, 1.4578], [4.9041, 3.2951, 4.3559], [6.4309, 3.5180, 3.6063], [5.4539, 2.1944, 0.4778], [6.7657, 2.8509, 1.3750], [-2.2683, -8.2212, -4.3488], [-3.3565, -7.5662, -3.4628], [-3.8810, -8.6094, -2.4476], [-4.5110, -7.1017, -4.3478], [-2.7195, -6.4433, -2.7022], [-1.6102, -6.7613, -1.8140], [-0.9425, -5.8262, -1.0698], [-1.3929, -4.5204, -1.2200], [-0.9376, -3.4055, -0.6373], [-1.7236, -2.3329, -1.1376], [-2.6788, -2.8464, -2.0144], [-2.4810, -4.1848, -2.0844], [-3.1510, -5.1096, -2.8253], [-2.7328, -9.0429, -4.8939], [-1.4432, -8.6371, -3.7714], [-1.8693, -7.5128, -5.0749], [-4.3368, -9.4238, -3.0102], [-4.6411, -8.1800, -1.7947], [-3.0914, -9.0406, -1.8329], [-4.9258, -7.9633, -4.8683], [-4.1831, -6.3919, -5.1093], [-5.3195, -6.6565, -3.7653], [-1.3055, -7.7957, -1.7477], [-0.1198, -6.0779, -0.4165], [-3.9670, -4.8309, -3.4741], [-5.7415, 4.4603, -2.3982], [-4.5625, 3.2850, -1.9642], [-3.2643, 3.2016, -2.4968], [-2.4221, 2.2124, -2.0693], [-2.7852, 1.2959, -1.1407], [-4.0352, 1.3684, -0.6202], [-4.9288, 2.3286, -0.9933], [-4.9104, 5.4007, -3.6588], [-4.9765, 4.9994, -4.9846], [-4.3233, 5.7843, -5.9267], [-3.6520, 6.8875, -5.6138], [-3.6190, 7.2711, -4.3437], [-4.2360, 6.5625, -3.3181], [-2.9216, 3.9070, -3.2401], [-1.4154, 2.1292, -2.4604], [-4.3044, 0.6149, 0.1097], [-5.9143, 2.3408, -0.5476], [-5.5256, 4.1167, -5.2832], [-4.3474, 5.5144, -6.9758], [-3.0804, 8.1864, -4.1284], [-4.1960, 6.9172, -2.2973]],
  "mulliken_charge": [1.16, -0.73, 0.12, -1.00, -0.91, -1.17, 0.13, 0.80, -0.34, -0.35, 0.59, -0.70, -0.77, 0.28, 0.35, 0.29, 0.46, 0.51, 0.45, 0.42, 0.46, 0.57, 0.19, 0.19, 0.21, 0.18, 0.19, -1.45, 1.82, -1.46, -1.99, 0.48, -0.46, -1.74, 1.18, -0.29, 0.31, -0.35, 0.58, -0.89, 0.44, 0.37, 0.40, 0.44, 0.40, 0.36, 0.41, 0.44, 0.44, 0.46, 0.51, 0.66, -0.12, 1.14, -0.57, -0.54, -0.44, -0.28, -0.90, -0.04, 0.03, -0.37, -0.53, -0.37, 0.01, 0.37, 0.48, 0.46, 0.45, 0.42, 0.39, 0.38, 0.42]
}

***

{
  "formula": "C30H39CsN9OSSe3",
  "method": "ωB97M-V/def2-TZVPD",
  "de_lowest_ev": 2.2179,
  "e_homo_ev": -3.63,
  "charge": -1,
  "lumo_energy_ev": 1.0,
  "homo_lumo_gap_ev": 4.67,
  "symbols": ["Cs", "N", "C", "S", "N", "N", "C", "C", "C", "C", "C", "C", "C", "O", "H", "H", "H", "H", "H", "H", "H", "C", "N", "C", "C", "C", "N", "C", "C", "H", "H", "H", "H", "H", "H", "H", "H", "H", "H", "H", "H", "H", "H", "H", "H", "Se", "N", "C", "C", "C", "C", "C", "N", "C", "C", "N", "C", "C", "C", "C", "C", "N", "H", "H", "H", "H", "H", "H", "C", "Se", "C", "C", "Se", "C", "H", "H", "H", "H", "H", "H", "H", "H", "H", "H"],
  "xyz": [[0.3467, -0.3933, 0.1577], [1.9512, -4.8111, 1.4205], [1.3293, -3.5787, 1.3411], [2.3795, -2.2448, 1.4593], [0.0456, -3.6496, 1.1918], [-0.7650, -2.5950, 0.9632], [-1.9939, -2.9058, 0.7597], [-3.1222, -2.0513, 0.5361], [-4.3622, -2.7063, 0.5281], [-5.5620, -2.0465, 0.4208], [-5.5482, -0.6581, 0.3194], [-4.3575, 0.0143, 0.2713], [-3.0897, -0.6281, 0.3371], [-2.0130, 0.0477, 0.1948], [2.8705, -4.7906, 1.8352], [1.3477, -5.5751, 1.6898], [-2.2572, -3.9755, 0.7850], [-4.3684, -3.7851, 0.6306], [-6.4942, -2.5944, 0.4465], [-6.4821, -0.1115, 0.2714], [-4.3527, 1.0933, 0.2016], [0.4242, -1.4097, 4.3232], [-0.0689, -0.3189, 3.5163], [-1.5111, -0.2840, 3.5467], [0.5033, 0.9590, 3.8823], [2.0027, 1.0139, 3.5622], [2.3529, 2.1628, 2.7396], [2.2189, 3.4081, 3.4655], [3.6925, 2.0235, 2.2049], [0.0878, -1.3541, 5.3748], [1.5091, -1.4195, 4.3048], [0.0767, -2.3464, 3.8917], [-1.9158, -0.0885, 4.5566], [-1.8986, -1.2351, 3.1943], [-1.8784, 0.4859, 2.8735], [0.3227, 1.1937, 4.9531], [-0.0046, 1.7151, 3.2788], [2.2493, 0.1209, 2.9865], [2.5936, 1.0048, 4.4973], [2.9019, 3.4680, 4.3303], [1.1997, 3.5185, 3.8298], [2.4404, 4.2408, 2.7978], [4.4653, 2.0716, 2.9923], [3.8824, 2.8263, 1.4908], [3.7761, 1.0649, 1.6958], [3.7285, -2.3851, -7.6334], [2.1011, -2.5559, -6.9388], [2.0891, -1.9572, -5.7570], [0.9495, -1.9059, -4.8943], [-0.2549, -2.5497, -5.1970], [-1.2986, -2.4705, -4.3044], [-1.1160, -1.7329, -3.1289], [0.0033, -1.1195, -2.8326], [1.0372, -1.1949, -3.6726], [2.2771, -0.5536, -3.2845], [2.3109, 0.1191, -2.1311], [3.4388, 0.6642, -1.7429], [4.6343, 0.5679, -2.4599], [4.6215, -0.1041, -3.6592], [3.4232, -0.6672, -4.1078], [3.3206, -1.3516, -5.3594], [4.3194, -1.4728, -6.2218], [-0.3274, -3.1023, -6.1234], [-2.2358, -2.9687, -4.5024], [-1.9143, -1.6446, -2.4018], [3.4030, 1.2062, -0.8055], [5.5446, 1.0078, -2.0818], [5.5055, -0.2161, -4.2686], [-2.6539, 4.1856, 2.0320], [-2.1526, 2.5349, 1.0523], [-0.7177, 3.3251, -0.0233], [-1.2118, 3.9120, -1.3358], [-1.0682, 2.7046, -2.8816], [-2.6045, 1.5966, -2.4556], [-3.4767, 3.8897, 2.6831], [-2.9909, 4.9715, 1.3596], [-1.8277, 4.5489, 2.6386], [0.0248, 2.5421, -0.1794], [-0.2650, 4.1021, 0.6009], [-0.6375, 4.8020, -1.6091], [-2.2689, 4.1848, -1.2727], [-3.4713, 2.2458, -2.3609], [-2.4236, 1.0749, -1.5204], [-2.7400, 0.8903, -3.2684]],
  "mulliken_charge": [1.60, -0.49, 0.25, -0.53, -1.34, 1.19, -1.51, 1.15, -0.68, -0.84, -0.68, -0.65, 0.28, -0.68, 0.21, 0.22, 0.05, 0.33, 0.34, 0.41, 0.21, -1.35, 1.33, -0.98, -0.28, -0.31, 0.47, -1.19, -1.03, 0.27, 0.35, 0.32, 0.30, 0.30, 0.02, 0.08, -0.13, 0.06, 0.12, 0.37, 0.30, 0.36, 0.35, 0.37, 0.20, 0.21, -0.87, 1.12, 0.31, -0.63, -1.07, -0.40, 0.31, -0.70, -0.40, 0.26, -0.23, -0.90, -0.66, 0.33, 1.02, -0.88, 0.52, 0.47, 0.53, 0.47, 0.43, 0.52, -1.30, 0.47, -0.38, -0.95, -0.05, -0.17, 0.33, 0.36, 0.28, 0.01, 0.47, 0.40, 0.28, 0.43, -0.54, 0.43]
}

***

Q: Which formula does entry 2 have?
A: C26H34BIrN6O4S